Record 1
{
  "formula": "C28H27LaN4O3Si",
  "method": "the ωB97M-V functional and the def2-TZVPD basis",
  "elements": ["La", "C", "Si", "C", "C", "N", "C", "C", "C", "C", "C", "C", "O", "C", "C", "C", "C", "C", "C", "H", "H", "H", "H", "H", "H", "H", "H", "H", "H", "H", "H", "H", "H", "H", "H", "H", "H", "O", "N", "N", "O", "C", "C", "C", "C", "C", "C", "H", "H", "H", "H", "H", "N", "C", "C", "C", "C", "C", "C", "C", "H", "H", "H", "H"],
  "positions_angstrom": [[0.033, -0.447, -0.527], [4.550, -0.946, -2.439], [3.414, -0.885, -0.949], [4.451, -0.914, 0.613], [2.358, -2.451, -0.947], [2.244, 0.381, -0.996], [2.537, 1.724, -0.842], [3.829, 2.264, -0.759], [4.053, 3.607, -0.495], [2.993, 4.479, -0.306], [1.695, 3.996, -0.421], [1.497, 2.668, -0.733], [0.207, 2.112, -0.844], [-0.905, 2.941, -1.028], [-1.919, 2.867, -0.096], [-3.078, 3.607, -0.329], [-3.186, 4.398, -1.457], [-2.144, 4.457, -2.378], [-0.991, 3.721, -2.173], [5.178, -1.840, -2.413], [5.214, -0.082, -2.486], [3.977, -0.969, -3.368], [5.056, -1.824, 0.648], [3.815, -0.907, 1.502], [5.132, -0.067, 0.697], [3.052, -3.295, -0.983], [1.695, -2.578, -1.809], [1.775, -2.640, -0.035], [4.680, 1.607, -0.882], [5.072, 3.963, -0.428], [3.165, 5.520, -0.073], [0.843, 4.649, -0.293], [-1.806, 2.259, 0.794], [-3.890, 3.558, 0.383], [-4.087, 4.971, -1.630], [-2.236, 5.073, -3.263], [-0.162, 3.735, -2.868], [-3.601, -0.566, -1.494], [-2.446, -0.976, -1.410], [-2.215, -2.244, -1.208], [-0.891, -2.540, -1.125], [-3.146, -3.307, -1.021], [-2.619, -4.505, -0.540], [-3.462, -5.583, -0.339], [-4.817, -5.482, -0.622], [-5.325, -4.290, -1.109], [-4.504, -3.189, -1.314], [-1.562, -4.580, -0.340], [-3.053, -6.510, 0.039], [-5.468, -6.331, -0.464], [-6.379, -4.202, -1.337], [-4.906, -2.266, -1.688], [-0.381, -0.077, 7.365], [-0.356, -0.116, 6.217], [-0.329, -0.160, 4.779], [-0.751, -1.305, 4.110], [-0.716, -1.323, 2.722], [-0.267, -0.232, 1.965], [0.146, 0.901, 2.684], [0.123, 0.952, 4.069], [-1.098, -2.157, 4.680], [-1.051, -2.233, 2.227], [0.515, 1.779, 2.156], [0.449, 1.830, 4.611]],
  "lowdin_charge": [2.054, -0.167, 0.342, -0.163, -0.219, -0.272, -0.316, -0.040, -0.091, -0.094, -0.021, -0.209, -0.184, -0.286, 0.000, -0.059, -0.079, -0.062, -0.006, 0.032, 0.024, 0.032, 0.033, 0.034, 0.024, 0.049, 0.023, 0.018, 0.083, 0.103, 0.100, 0.120, 0.111, 0.111, 0.105, 0.108, 0.131, -0.073, -0.188, -0.215, -0.394, -0.155, -0.015, -0.076, -0.086, -0.075, -0.009, 0.107, 0.106, 0.103, 0.106, 0.093, 0.147, -0.190, -0.246, -0.044, -0.155, -0.311, -0.154, -0.041, 0.115, 0.081, 0.084, 0.116],
  "charge": 0,
  "gap_ev": 7.56,
  "lumo_ev": -0.220,
  "e_above_lowest_kj_mol": 56.8
}

Record 2
{
  "formula": "C25H20Br2O2Zn",
  "method": "the ωB97M-V functional and the def2-TZVPD basis",
  "elements": ["Br", "Zn", "Br", "C", "C", "C", "C", "C", "C", "C", "C", "C", "H", "H", "H", "H", "H", "H", "H", "C", "O", "C", "C", "C", "C", "C", "O", "C", "C", "C", "C", "C", "C", "C", "C", "C", "C", "H", "H", "H", "H", "H", "H", "H", "H", "H", "H", "H", "H", "H"],
  "positions_angstrom": [[-2.133, 6.065, 3.594], [-2.583, 3.867, 3.465], [-2.382, 1.625, 3.775], [2.306, 3.275, 2.514], [2.146, 3.494, 1.119], [2.358, 2.252, 0.443], [2.445, 1.218, 1.448], [2.491, 1.874, 2.754], [2.809, 1.122, 3.893], [3.038, -0.249, 3.773], [2.892, -0.893, 2.533], [2.587, -0.165, 1.373], [2.316, 4.031, 3.300], [1.942, 4.451, 0.643], [2.765, 2.132, -0.579], [2.918, 1.624, 4.858], [3.344, -0.842, 4.640], [3.017, -1.974, 2.463], [2.443, -0.658, 0.408], [-5.716, -3.615, 1.068], [-5.335, -2.226, 1.096], [-4.217, -1.813, 0.434], [-3.794, -0.485, 0.671], [-2.588, -0.042, 0.176], [-1.779, -0.859, -0.658], [-0.578, -0.367, -1.299], [0.036, -1.279, -2.108], [1.070, -0.886, -2.937], [1.617, 0.406, -2.814], [2.617, 0.785, -3.744], [3.007, -0.084, -4.745], [2.408, -1.353, -4.862], [1.407, -1.747, -3.980], [1.093, 1.278, -1.839], [-0.002, 0.879, -1.088], [-2.240, -2.171, -0.923], [-3.443, -2.637, -0.417], [-6.521, -3.673, 1.802], [-6.088, -3.899, 0.077], [-4.888, -4.270, 1.363], [-4.436, 0.146, 1.280], [-2.258, 0.971, 0.395], [3.037, 1.783, -3.633], [3.767, 0.230, -5.462], [2.711, -2.014, -5.676], [0.853, -2.673, -4.131], [1.415, 2.320, -1.902], [-0.407, 1.525, -0.313], [-1.679, -2.831, -1.573], [-3.784, -3.646, -0.675]],
  "lowdin_charge": [-0.067, 0.067, 0.002, -0.156, -0.160, -0.142, -0.219, -0.246, -0.103, -0.178, -0.161, -0.064, 0.051, 0.058, 0.075, 0.082, 0.065, 0.067, 0.099, -0.100, -0.135, -0.320, -0.051, -0.056, -0.162, -0.259, 0.009, -0.188, -0.188, -0.074, -0.159, -0.171, -0.053, -0.143, -0.037, -0.053, -0.060, 0.076, 0.080, 0.085, 0.092, 0.082, 0.094, 0.076, 0.067, 0.101, 0.086, 0.105, 0.095, 0.090],
  "charge": -2,
  "gap_ev": 1.95,
  "lumo_ev": 3.137
}

Record 3
{
  "formula": "C11H11NS",
  "method": "the ωB97M-V functional and the def2-TZVPD basis",
  "elements": ["C", "C", "C", "C", "C", "C", "C", "C", "C", "C", "C", "N", "S", "H", "H", "H", "H", "H", "H", "H", "H", "H", "H", "H"],
  "positions_angstrom": [[-2.458, 1.753, -0.827], [-1.133, 2.039, -0.865], [-1.343, 0.306, 0.445], [-2.664, 0.645, 0.046], [1.823, 1.901, 0.733], [2.127, -0.063, -1.035], [0.876, 1.225, 0.194], [2.962, -0.926, -0.468], [3.455, 0.474, -0.885], [-3.934, -0.158, 0.321], [3.692, -2.033, 0.081], [-0.418, 1.187, -0.067], [3.542, 1.725, 0.493], [-3.289, 2.232, -1.297], [-0.751, 2.980, -1.194], [-1.014, -0.190, 1.375], [1.527, 2.666, 1.348], [4.226, 0.552, -1.617], [-3.756, -1.038, 1.041], [-4.783, 0.500, 0.679], [-4.440, -0.585, -0.730], [3.400, -2.037, 1.235], [4.812, -1.964, -0.193], [3.298, -3.088, -0.268]],
  "lowdin_charge": [-0.052, -0.075, -0.028, -0.265, -0.416, -0.001, -0.099, -0.287, -0.518, -0.085, -0.091, -0.102, 0.907, 0.103, 0.121, 0.135, 0.059, 0.072, 0.086, 0.069, 0.127, 0.126, 0.103, 0.112],
  "charge": 0,
  "gap_ev": [7.48, 7.48],
  "lumo_ev": [-0.147, -0.147],
  "e_above_lowest_kj_mol": 708.0
}

Record 4
{
  "formula": "C4H10O",
  "method": "the ωB97M-V functional and the def2-TZVPD basis",
  "elements": ["C", "C", "C", "C", "O", "H", "H", "H", "H", "H", "H", "H", "H", "H", "H"],
  "positions_angstrom": [[-2.205, 0.047, -0.210], [-0.797, 0.556, 0.104], [0.289, -0.513, -0.020], [1.671, 0.094, 0.142], [2.644, -0.918, -0.025], [-2.189, -0.666, -1.042], [-2.656, -0.458, 0.651], [-2.868, 0.869, -0.496], [-0.547, 1.379, -0.579], [-0.773, 0.985, 1.116], [0.234, -0.990, -1.008], [0.150, -1.307, 0.725], [1.798, 0.891, -0.611], [1.751, 0.567, 1.135], [3.512, -0.500, 0.025]],
  "lowdin_charge": [-0.117, -0.278, -0.217, -0.302, -0.071, 0.070, 0.070, 0.067, 0.106, 0.109, 0.118, 0.122, 0.119, 0.120, 0.085],
  "smiles": "CCCCO",
  "charge": 0,
  "gap_ev": 11.32,
  "lumo_ev": 1.026,
  "e_above_lowest_kj_mol": 32.9
}

Record 5
{
  "formula": "C28H29N8PbS",
  "method": "the ωB97M-V functional and the def2-TZVPD basis",
  "elements": ["Pb", "N", "C", "C", "N", "C", "C", "N", "C", "C", "N", "H", "H", "H", "H", "H", "H", "C", "C", "C", "C", "C", "C", "C", "C", "C", "C", "C", "C", "C", "C", "C", "N", "H", "H", "H", "H", "H", "H", "H", "H", "H", "H", "S", "C", "C", "C", "C", "C", "N", "H", "H", "H", "H", "N", "C", "C", "N", "H", "H", "H", "H", "H", "H", "H", "H", "H"],
  "positions_angstrom": [[0.248, -0.524, 1.154], [0.922, -4.500, -0.613], [-0.188, -4.804, 0.136], [-1.026, -3.743, -0.010], [-0.460, -2.799, -0.838], [0.711, -3.288, -1.185], [1.699, -2.621, -2.027], [1.436, -1.785, -3.007], [2.653, -1.398, -3.510], [3.657, -2.014, -2.830], [3.037, -2.799, -1.891], [1.691, -5.122, -0.795], [-0.277, -5.724, 0.684], [-1.994, -3.593, 0.435], [2.732, -0.700, -4.325], [4.727, -1.962, -2.922], [3.499, -3.302, -1.153], [-4.342, -0.704, 0.813], [-4.759, 0.136, 1.835], [-3.817, 0.778, 2.621], [-2.454, 0.581, 2.396], [-2.018, -0.268, 1.366], [-2.984, -0.896, 0.586], [-1.433, 1.298, 3.218], [-1.786, 2.122, 4.317], [-0.816, 2.780, 5.006], [0.539, 2.663, 4.618], [1.590, 3.345, 5.272], [2.875, 3.208, 4.833], [3.157, 2.390, 3.719], [2.162, 1.713, 3.072], [0.827, 1.830, 3.519], [-0.167, 1.153, 2.870], [-5.080, -1.218, 0.207], [-5.813, 0.292, 2.022], [-4.167, 1.437, 3.403], [-2.687, -1.556, -0.222], [-2.818, 2.221, 4.612], [-1.071, 3.406, 5.852], [1.355, 3.978, 6.118], [3.680, 3.731, 5.331], [4.178, 2.304, 3.368], [2.386, 1.112, 2.198], [0.066, 1.421, -0.614], [1.752, 1.502, -1.145], [2.098, 2.325, -2.222], [3.428, 2.440, -2.575], [4.382, 1.722, -1.864], [3.942, 0.914, -0.832], [2.663, 0.800, -0.471], [1.330, 2.883, -2.740], [3.721, 3.090, -3.390], [5.435, 1.792, -2.097], [4.650, 0.333, -0.250], [-3.851, -1.347, -2.926], [-3.435, -0.021, -3.375], [-2.006, -0.105, -3.890], [-1.147, -0.614, -2.801], [-4.612, -1.286, -2.264], [-1.597, -1.408, -2.334], [-4.171, -1.915, -3.701], [-3.464, 0.657, -2.519], [-4.068, 0.412, -4.155], [-1.634, 0.868, -4.205], [-1.933, -0.796, -4.729], [-0.195, -0.936, -3.081], [-0.957, 0.109, -2.075]],
  "lowdin_charge": [1.060, 0.118, -0.062, -0.141, 0.057, -0.302, -0.275, 0.097, -0.115, -0.076, 0.123, 0.162, 0.120, 0.103, 0.110, 0.120, 0.161, -0.089, -0.074, -0.030, -0.203, -0.317, -0.157, -0.206, 0.013, 0.019, -0.148, -0.023, -0.065, -0.058, -0.029, -0.205, 0.001, 0.097, 0.107, 0.101, 0.050, 0.104, 0.126, 0.119, 0.109, 0.109, 0.054, 0.545, -0.743, -0.108, -0.071, -0.076, -0.163, -0.010, 0.098, 0.111, 0.103, 0.107, 0.012, -0.251, -0.160, 0.115, 0.065, 0.093, 0.083, 0.120, 0.117, 0.127, 0.128, 0.089, 0.003],
  "charge": 1,
  "gap_ev": 8.03,
  "lumo_ev": -2.299,
  "e_above_lowest_kj_mol": 0.0
}

Q: The lowest charge belongs to which entry?
A: C25H20Br2O2Zn

Q: Which of these has the highest charge?
A: C28H29N8PbS